Entry 1:
Below is a cluster of 4 separate species, C3H12O3 in total, with properties calculated with the ωB97M-V functional and the def2-TZVPD basis.

Values from the calculation:
Orbital gap ... 10.1 eV
Electronic energy ... -347.1702 Ha
Maximum force ... 1.4 eV/Å
HOMO energy ... -0.3616 Eh
SMILES ... C=CC.O.O.O

XYZ file:
```
18
Properties=species:S:1:pos:R:3:forces:R:3
C 2.017926 -1.174317 0.200774 0.804 0.175 0.041
C 1.658885 -0.189737 1.005262 -0.794 0.280 0.177
C 2.530231 0.553067 1.992721 -0.441 -0.286 -1.245
H 1.377796 -1.699920 -0.483885 -0.382 0.129 -0.110
H 3.061772 -1.449500 0.146691 0.165 -0.290 0.140
H 0.620646 0.155216 0.979103 0.152 -0.219 0.044
H 1.937209 0.733195 2.886399 0.392 0.049 0.214
H 2.804030 1.497881 1.522448 -0.038 0.263 0.283
H 3.447756 0.004675 2.154157 0.164 -0.111 0.435
O -1.405878 -2.289435 0.658527 0.196 -0.371 -0.146
H -0.760958 -2.672188 0.047517 -0.123 0.237 0.081
H -1.527595 -2.999929 1.299163 -0.107 0.166 0.067
O -3.836239 2.116804 -0.929701 0.525 -0.989 0.191
H -3.757045 1.515607 -0.175219 -0.439 0.418 0.333
H -3.248744 1.625675 -1.521142 -0.128 0.687 -0.400
O -1.746990 1.673567 -3.547918 0.255 -0.039 0.290
H -0.894395 1.616902 -3.092056 -0.221 0.062 -0.169
H -2.278408 0.982437 -3.142842 0.020 -0.161 -0.225
```
Forces are in eV/Å.

Entry 2:
Below is a cluster of 3 separate species, C3H12O3 in total, with properties calculated with the ωB97M-V functional and the def2-TZVPD basis.

Values from the calculation:
Orbital gap ... 11.2 eV
Electronic energy ... -347.1780 Ha
Maximum force ... 4.5 eV/Å
HOMO energy ... -0.3829 Eh
SMILES ... CC(C)O.O.O

XYZ file:
```
18
Properties=species:S:1:pos:R:3:forces:R:3
C -0.785530 -0.630330 0.346809 0.783 -0.911 1.201
C -0.792416 -0.366250 -1.095279 2.411 -1.390 -3.510
C -2.044436 0.111324 -1.721539 -1.806 -0.782 0.979
O 0.264798 0.656434 -1.399205 0.379 -0.200 2.640
H 0.277199 -0.796208 0.623921 -0.683 -0.050 0.231
H -1.128422 0.270385 0.778197 -0.224 1.199 1.003
H -1.401138 -1.424870 0.814530 0.294 0.168 -0.914
H -0.466883 -1.296285 -1.735743 -0.337 1.418 1.379
H -2.765021 -0.738724 -1.629646 0.280 0.524 0.030
H -2.461483 0.912836 -1.048216 0.246 -0.168 -1.447
H -1.946964 0.226326 -2.813652 0.004 0.837 0.680
H 0.767876 0.847395 -0.525571 -1.261 -0.623 -2.139
O 1.096364 -2.850739 4.922467 -0.036 -1.360 0.447
H 0.640245 -3.675992 5.173619 -0.588 0.690 -0.271
H 1.975226 -3.199447 5.101976 0.620 0.672 -0.185
O 1.851154 3.180772 -1.767519 -1.779 -0.938 -0.332
H 1.336391 3.899847 -2.191165 0.476 -0.674 0.402
H 1.208739 2.394532 -1.774145 1.219 1.590 -0.196
```
Forces are in eV/Å.

Entry 3:
Below is a cluster of 3 separate species, C3H12O3 in total, with properties calculated with the ωB97M-V functional and the def2-TZVPD basis.

Values from the calculation:
Orbital gap ... 11.0 eV
Electronic energy ... -347.1775 Ha
Maximum force ... 2.8 eV/Å
HOMO energy ... -0.3812 Eh
SMILES ... CCCO.O.O

XYZ file:
```
18
Properties=species:S:1:pos:R:3:forces:R:3
C 2.002243 0.575870 -0.401761 -1.449 1.509 0.273
C 0.743304 1.519751 -0.687892 1.420 -1.071 0.594
C -0.418815 1.033821 -1.503430 -0.103 -1.390 -2.382
O -0.037841 0.136304 -2.607262 0.360 -0.035 0.336
H 2.462348 0.345093 -1.357241 0.314 -0.482 0.251
H 2.618267 1.274196 0.168980 0.499 -0.234 -0.286
H 1.847440 -0.246421 0.290524 -0.216 -0.425 -0.418
H 1.267216 2.304325 -1.239396 -0.597 0.483 0.154
H 0.404813 1.861286 0.289684 -0.124 0.394 -0.171
H -0.874950 1.856483 -2.067854 -0.344 0.168 0.875
H -1.156290 0.343081 -1.089018 -0.056 0.962 1.035
H 0.877117 0.284948 -2.838526 0.298 0.136 -0.185
O -1.473608 -0.909250 4.145417 0.178 0.577 0.258
H -1.950666 -1.732433 4.097100 -0.098 -0.394 -0.186
H -0.872203 -0.884597 3.396528 -0.077 -0.204 -0.145
O -0.564633 -1.815956 0.468913 0.454 0.176 0.144
H 0.125715 -1.580067 -0.179472 -0.838 -0.275 0.125
H -1.369705 -2.082824 0.011440 0.377 0.104 -0.272
```
Forces are in eV/Å.

Entry 4:
Below is a cluster of 3 separate species, C3H12O3 in total, with properties calculated with the ωB97M-V functional and the def2-TZVPD basis.

Values from the calculation:
Orbital gap (alpha / beta) ... 10.7 / 3.5 eV
Total charge ... +1
2S+1 ... 2
Electronic energy ... -346.7850 Ha
⟨S²⟩ ... 0.754
Maximum force ... 2.2 eV/Å
HOMO energy (alpha / beta) ... -0.5117 / -0.5106 Eh

XYZ file:
```
18
Properties=species:S:1:pos:R:3:forces:R:3
C 1.087064 0.223184 -2.154494 0.168 -0.536 0.849
O 0.670557 0.431132 -0.764469 0.790 0.506 -0.546
H 2.047151 0.732974 -2.234756 -0.271 0.002 -0.327
H 1.217520 -0.841949 -2.345795 0.273 -0.085 0.215
H 0.365705 0.528472 -2.912481 -0.127 0.621 0.372
H -0.009590 -0.202134 -0.523690 -0.584 -0.350 0.016
C -2.861392 -1.358414 -0.655756 -0.289 0.481 -1.111
O -1.972268 -0.506978 0.093428 0.388 -0.798 0.061
H -2.964116 -1.031525 -1.690497 0.164 0.420 -0.109
H -2.474797 -2.369039 -0.787247 0.233 0.100 0.793
H -3.888010 -1.373084 -0.289761 0.228 -0.057 0.559
H -2.038984 0.417929 -0.154944 -0.566 -0.053 -0.255
C 1.753578 0.764991 2.715367 -1.850 -0.006 -1.144
O 2.393803 1.521428 1.751636 0.721 -0.178 1.904
H 2.415071 0.039915 3.189478 0.750 -0.193 0.140
H 1.408658 1.369283 3.554404 0.545 0.821 0.542
H 0.839483 0.324874 2.316820 0.312 -0.447 -0.171
H 2.010566 1.328942 0.892757 -0.884 -0.247 -1.788
```
Forces are in eV/Å.

Entry 5:
Below is a cluster of 4 separate species, C3H12O4 in total, with properties calculated with the ωB97M-V functional and the def2-TZVPD basis.

Values from the calculation:
Orbital gap ... 9.5 eV
Electronic energy ... -422.3615 Ha
Maximum force ... 5.4 eV/Å
HOMO energy ... -0.3359 Eh
SMILES ... C=C(C)O.O.O.O

XYZ file:
```
19
Properties=species:S:1:pos:R:3:forces:R:3
C 1.562382 0.429139 -0.082317 1.662 2.881 0.476
C 1.152006 -0.793083 -0.079440 -1.935 -3.866 -2.607
C 0.097470 -1.385392 0.851445 -0.827 -1.456 0.362
O 1.480275 -1.690156 -1.227234 -0.107 0.980 2.774
H 1.153439 1.321284 0.374837 -0.468 -0.655 0.926
H 2.547506 0.689821 -0.416068 0.240 -0.132 -1.324
H 0.470915 -1.393404 1.894244 0.048 0.155 -0.572
H -0.800703 -0.720827 0.882160 0.592 -0.589 -0.231
H -0.256928 -2.506169 0.696270 0.889 2.508 -0.342
H 1.921710 -1.188861 -1.929353 -0.086 0.165 0.524
O 0.562660 2.232084 5.242351 -3.054 0.446 4.416
H 0.875299 2.336049 4.403215 0.908 0.754 -3.586
H -0.281481 2.773086 5.400462 2.149 -1.204 -0.832
O -5.322923 -0.074096 0.625278 -0.641 1.977 1.053
H -4.711680 0.695332 0.490882 -0.784 -1.087 0.127
H -6.045680 0.324907 1.206196 1.426 -0.888 -1.181
O 1.481878 0.326605 -5.466418 -0.954 2.736 1.906
H 1.443100 1.169680 -6.034233 0.035 -1.859 1.480
H 1.198235 0.639618 -4.498555 0.905 -0.866 -3.369
```
Forces are in eV/Å.

Entry 6:
Below is a cluster of 4 separate species, C3H12O4 in total, with properties calculated with the ωB97M-V functional and the def2-TZVPD basis.

Values from the calculation:
Orbital gap ... 9.4 eV
Electronic energy ... -422.3924 Ha
Maximum force ... 1.7 eV/Å
HOMO energy ... -0.3229 Eh
SMILES ... C/C=C/O.O.O.O

XYZ file:
```
19
Properties=species:S:1:pos:R:3:forces:R:3
C 2.038936 -1.796349 0.130442 0.425 -0.830 -1.465
C 1.442504 -0.582765 -0.542845 -0.466 -1.548 -0.482
C 0.192502 -0.195164 -0.350846 0.405 1.552 0.350
O -0.098855 1.169101 -0.527475 -0.282 -0.327 -0.918
H 3.034963 -1.951702 -0.296902 0.339 0.486 0.684
H 2.047743 -1.691817 1.209185 0.191 -0.108 0.042
H 1.653856 -2.788110 -0.164772 -0.793 0.433 0.338
H 1.988580 -0.156827 -1.379189 0.385 0.778 0.723
H -0.602512 -0.747185 0.115670 -0.029 -0.150 0.519
H -0.571261 1.342552 -1.350009 -0.203 -0.247 0.019
O -2.367772 -1.044659 -2.781950 -0.290 0.666 -0.225
H -2.319889 -1.788347 -2.190698 0.100 -0.472 0.364
H -3.153419 -0.559370 -2.493272 0.215 -0.136 -0.105
O 0.905568 2.809632 1.672409 -0.564 -1.061 0.504
H 1.460947 3.573769 1.683362 0.139 0.803 -0.332
H 0.182712 2.887532 1.037325 0.503 0.150 -0.094
O -2.025020 0.255645 1.810661 -0.911 -0.133 -0.528
H -2.534308 1.044115 2.028788 0.290 -0.110 0.123
H -1.275271 0.219958 2.390122 0.544 0.251 0.484
```
Forces are in eV/Å.